[1]
DFT (wB97M-V/def2-TZVPD) results for a molecular structure, C16H18B2F4I2MnN4O6.

XYZ file:
```
53
C16H18B2F4I2MnN4O6 | OMol25 | wB97M-V/def2-TZVPD
Mn -0.27985 0.35964 -0.36746
C 2.54234 3.53850 -0.29140
C 1.57463 2.46683 -0.63603
N 0.64865 2.05631 0.15098
O 0.41529 2.65303 1.29870
B -0.17259 1.77703 2.40937
F -0.17301 2.47802 3.53902
F 0.52860 0.58160 2.38976
O -1.62339 1.43713 2.04591
N -1.78306 0.72477 0.96311
C -2.88310 0.09589 0.75269
C -3.99424 0.02097 1.73703
C -2.95995 -0.49938 -0.60798
N -1.89312 -0.31741 -1.31118
O -1.87180 -0.61371 -2.60867
B -0.45300 -0.93520 -3.15802
F -0.59296 -1.44256 -4.37996
F 0.18281 -1.67862 -2.19185
O 0.28417 0.40843 -3.25891
N 0.60639 0.92481 -2.07551
C 1.53581 1.80435 -1.97443
C 2.42386 2.19089 -3.09566
C -4.16582 -1.17720 -1.13085
H 2.27911 4.00360 0.65197
H 2.58923 4.29143 -1.07933
H 3.53941 3.09746 -0.19682
H -3.64819 0.33544 2.71650
H -4.38133 -0.99733 1.78944
H -4.81844 0.67644 1.44038
H 2.44258 1.41294 -3.85427
H 3.43319 2.38981 -2.73529
H 2.05365 3.11057 -3.56386
H -5.07394 -0.77514 -0.68610
H -4.11433 -2.24390 -0.88334
H -4.20438 -1.10629 -2.21443
I 4.08815 -5.50701 4.16285
C 3.03833 -4.13991 3.00854
C 1.66995 -4.31179 2.81416
C 0.98211 -3.41489 2.02583
C 1.66642 -2.35014 1.43199
C 3.03801 -2.17651 1.63761
C 3.72296 -3.07193 2.43164
C 0.94559 -1.40477 0.65305
O -0.34256 -1.39830 0.53148
O 1.49192 -0.42390 0.00974
H 1.15394 -5.14198 3.27441
H -0.08225 -3.53071 1.86291
H 3.55866 -1.34342 1.18024
H 4.78195 -2.94513 2.60682
I -2.18713 2.19706 -3.48126
C -1.78075 2.39793 -1.52925
H -2.65401 2.31837 -0.89602
H -1.08449 3.19787 -1.30823
```

Output
Highest occupied orbital energy (alpha / beta) ... -14.5 / -14.5 eV
Total charge ... +2
Energy ... -3486.020159 hartree
2S+1 ... 4

Atom charges from the Löwdin analysis, given in e for atoms 1 to 5: 0.86, 0.04, -0.20, -0.05, 0.10



[2]
DFT (wB97M-V/def2-TZVPD) results for 2 unconnected molecules or ions with the total composition C2H6IN2O2.

XYZ file:
```
13
C2H6IN2O2 | OMol25 | wB97M-V/def2-TZVPD
C -0.29774 0.61958 0.77365
C -0.81359 -0.43790 -0.18146
N 0.05208 1.71238 0.17078
N -1.73618 -1.28909 0.14502
O -0.28903 0.42494 1.99572
O 2.29531 0.04740 -0.99329
I 2.01863 -1.77456 -0.34547
H -0.55348 -0.30672 -1.21043
H 0.05722 1.52959 -0.91265
H 0.36150 2.48764 0.73451
H -2.23635 -1.37781 1.04362
H -2.01000 -2.01364 -0.48753
H 3.15163 0.37820 -0.73247
```

Output
Highest occupied orbital energy ... -13.5 eV
Total charge ... +1
Energy ... -637.179998 hartree
Relative energy (zero: lowest compared OMol25 entry of this formula, charge and spin) ... 1.729 eV

Atom charges from the Löwdin analysis, given in e for atoms 1 to 5: -0.60, -0.07, 0.21, 0.26, 0.07



[3]
DFT (wB97M-V/def2-TZVPD) results for a molecular structure, C7H8O2.

XYZ file:
```
17
C7H8O2 | OMol25 | wB97M-V/def2-TZVPD
C 1.75776 1.46079 0.04576
C 0.69961 0.47603 -0.04997
C -0.76655 0.77223 -0.17273
C -1.80376 -0.07117 -0.13230
C -1.51344 -1.41477 0.03266
C -0.26715 -1.74435 0.02484
C 0.81747 -0.91398 -0.15990
H 2.30962 1.49130 -0.90871
H 2.53307 1.05297 0.96168
H 1.35967 2.45153 0.18166
H -1.01064 1.88923 -0.19153
H -3.17672 1.28540 0.46769
H -2.48576 -2.10139 0.18423
H -0.00529 -2.82694 0.59561
H 2.67184 -0.66216 -0.25768
O -3.13876 0.27078 -0.28592
O 2.01903 -1.41549 -0.33539
```

Output
Highest occupied orbital energy ... -8.0 eV
Energy ... -421.881727 hartree
Relative energy (zero: lowest compared OMol25 entry of this formula, charge and spin) ... 3.573 eV

Atom charges from the Löwdin analysis, given in e for atoms 1 to 5: -0.07, -0.21, 0.01, -0.44, -0.08



[4]
DFT (wB97M-V/def2-TZVPD) results for a single C2H4OS2 molecule.

XYZ file:
```
9
C2H4OS2 | OMol25 | wB97M-V/def2-TZVPD
C 1.48840 0.34510 0.00138
C -1.09695 0.55796 0.13614
O 3.59540 -0.97462 -0.39432
S 3.12903 0.52586 0.04540
S 0.42522 1.56113 0.25973
H 3.80430 -1.09159 -1.39381
H -1.99946 1.08727 -0.07905
H -1.16628 -0.27043 0.92326
H -0.76305 0.00808 -0.80692
```

Output
Highest occupied orbital energy ... -8.6 eV
Energy ... -950.118122 hartree
Relative energy (zero: lowest compared OMol25 entry of this formula, charge and spin) ... 2.464 eV

Atom charges from the Löwdin analysis, given in e for atoms 1 to 5: -0.86, -0.40, -0.51, 0.80, 0.76



[5]
DFT (wB97M-V/def2-TZVPD) results for a molecular structure, C38H30FN7O9S2Sc.

XYZ file:
```
88
C38H30FN7O9S2Sc | OMol25 | wB97M-V/def2-TZVPD
Sc 1.65835 0.98083 2.23925
C -0.60186 3.71797 4.86757
C 0.61476 3.57761 4.00642
O 0.96903 2.47086 3.61441
N 1.31011 4.67200 3.66864
C 2.44048 4.59299 2.74009
C 3.64784 3.89505 3.32358
C 4.65431 4.63248 3.93336
C 5.76147 3.97550 4.44510
C 5.82646 2.60028 4.32479
C 4.77771 1.94080 3.69970
N 3.70966 2.56388 3.21034
H -1.39751 3.16576 4.36688
H -0.89836 4.75462 5.02177
H -0.40479 3.24457 5.82925
H 0.98140 5.56743 3.98167
H 2.70542 5.61657 2.47846
H 2.13403 4.07083 1.83420
H 4.56783 5.71020 3.99446
H 6.55979 4.53088 4.92128
H 6.66830 2.03512 4.69970
H 4.79559 0.86525 3.58595
F -1.83602 -4.03385 -0.77611
C -1.26696 -3.00427 -1.44972
C -0.54536 -2.11754 -0.70958
C 0.09028 -1.03275 -1.31691
C 0.79206 -0.05348 -0.49484
O 0.79584 -0.23279 0.73747
C 1.39550 1.04008 -1.19268
C 1.28607 1.07715 -2.54629
N 0.60618 0.18773 -3.30630
C 0.53471 0.36532 -4.73390
C 0.33648 1.74525 -5.27687
C -0.78524 0.74896 -5.34113
C -0.01424 -0.89814 -2.69851
C -0.75277 -1.82198 -3.44395
C -1.43375 -2.88119 -2.85082
N -2.20835 -3.74926 -3.64559
C -2.81027 -3.14038 -4.83702
C -3.93434 -2.19396 -4.42755
N -4.96528 -2.85160 -3.61343
C -4.40524 -3.69614 -2.54303
C -3.25402 -4.57202 -3.01760
C 2.09172 2.22733 -0.55507
O 2.58589 3.07373 -1.28966
O 2.06193 2.28413 0.72339
H -0.46999 -2.24329 0.36316
H 1.75916 1.89635 -3.06936
H 1.16852 -0.30992 -5.29768
H 0.86265 1.99690 -6.18600
H 0.23613 2.55227 -4.56554
H -1.04918 0.31694 -6.29697
H -1.60268 0.89189 -4.64724
H -0.80061 -1.68915 -4.50972
H -3.20838 -3.95646 -5.44481
H -2.07138 -2.63632 -5.45485
H -4.41337 -1.74681 -5.30060
H -3.50605 -1.37631 -3.83843
H -5.56241 -3.41311 -4.20931
H -5.57495 -1.41956 -2.52924
H -5.20962 -4.29169 -2.11064
H -4.04293 -3.04353 -1.74436
H -3.60188 -5.26394 -3.78932
H -2.85359 -5.16831 -2.20863
S -0.82786 -0.26459 3.37922
C -1.96722 -0.28197 2.17222
C -2.85772 -1.41645 2.11461
C -3.77524 -1.58128 1.13089
C -4.59693 -2.75509 1.06610
N -5.26434 -3.68655 0.95906
C -3.88784 -0.58262 0.09856
C -3.02608 0.56186 0.15783
C -2.10505 0.77076 1.15438
S -1.15273 2.20899 1.20253
C -4.80651 -0.74026 -0.87047
N -5.69144 -0.83796 -1.66848
H -2.74432 -2.16681 2.88525
H -3.13639 1.32231 -0.60518
O 5.58198 -3.65138 3.73117
C 4.86861 -2.72085 3.45396
C 4.82753 -1.98896 2.11109
O 5.54433 -2.21415 1.15771
C 3.78403 -0.97420 2.27376
C 3.22189 -1.03212 3.55316
O 2.30255 -0.17182 3.85868
C 3.82391 -2.07910 4.36790
O 3.61314 -2.38140 5.52553
O 3.36741 -0.08410 1.44885
```

Output
Highest occupied orbital energy ... -4.3 eV
Total charge ... -1
Energy ... -4183.763153 hartree
Relative energy (zero: lowest compared OMol25 entry of this formula, charge and spin) ... 1.223 eV

Atom charges from the Löwdin analysis, given in e for atoms 1 to 5: 0.97, 0.03, -0.50, -0.09, 0.11



[6]
DFT (wB97M-V/def2-TZVPD) results for a single C5H9Br molecule.

XYZ file:
```
15
C5H9Br | OMol25 | wB97M-V/def2-TZVPD
C -0.91088 -1.88315 0.82004
C -0.98674 -0.55780 0.79232
C -0.38989 0.38699 -0.29157
C 0.48287 -0.34324 -1.32903
C 0.25705 1.57396 0.42471
Br -1.89671 1.23259 -1.39101
H -1.22132 -2.39576 1.84550
H -0.61683 -2.51083 0.03895
H -1.40137 0.05577 1.63999
H 0.83614 0.24130 -2.12627
H 1.33520 -0.65954 -0.75254
H -0.14578 -1.27866 -1.51733
H 0.46231 2.34668 -0.21892
H -0.47360 1.83305 1.25614
H 1.23783 1.29328 0.85375
```

Output
Highest occupied orbital energy ... -9.8 eV
Structure (SMILES) ... C=CC(C)(C)Br
Energy ... -2769.879058 hartree
Relative energy (zero: lowest compared OMol25 entry of this formula, charge and spin) ... 0.047 eV

Atom charges from the Löwdin analysis, given in e for atoms 1 to 5: 0.01, -0.21, -0.83, -0.13, -0.14